87
Properties=species:S:1:pos:R:3 method="wB97M-V/def2-TZVPD" homo_energy_ev="-9.066 / -13.196" spin_multiplicity=6 orbital_gap_ev="4.0246 / 4.2999" charge=+2
H -3.4616 1.9238 -0.0440
H 0.3267 -9.9359 -0.8694
C -0.4773 5.4870 3.0310
H 3.6382 -0.2409 -3.7050
C 0.2340 -8.8461 -0.8965
H -0.2761 6.0914 0.9282
C 0.6779 2.0377 2.5714
Pt -1.6369 3.4972 0.9956
C -5.7212 6.8058 0.7502
C 0.0832 -6.0519 -0.9011
H 2.2156 2.8920 1.3133
H -1.3635 6.1375 3.0982
C 0.7949 -8.1139 -1.9542
H -1.3598 1.1880 2.3040
H 4.7683 -3.2945 -2.7426
H 1.3037 -8.6363 -2.7619
C 1.3081 -0.1459 -1.1931
C 5.1819 -3.4370 -4.8573
H 1.3994 -3.6084 1.8069
H 0.1346 3.8868 4.3899
P 0.2963 -4.1950 -0.9098
C 3.1367 1.5070 -2.5240
H 1.8354 3.8757 2.7221
C 3.0196 0.1650 -2.9025
H -6.7436 6.6598 0.4167
C 2.4448 -2.9826 -5.2276
H 0.2576 -3.4420 4.0112
P 1.8841 -2.4511 -2.5511
H 5.2811 -3.6000 -7.0196
H -0.9181 -8.7406 0.9327
C 2.3236 2.0307 -1.5097
H 0.9953 1.9758 3.6292
O -2.5333 5.2474 0.2068
H -1.4236 4.6285 4.7321
H 3.7457 -2.7996 -0.8749
H -2.5103 2.9253 3.5832
C -0.7784 4.2614 3.9204
H -3.5775 -3.4053 2.0144
C -0.8254 2.1260 2.4966
H -3.6728 8.9838 2.3626
C 3.0112 -2.8987 -3.9380
H 6.2555 -3.6011 -4.7171
C -1.7332 -3.4484 3.1596
H 0.6179 -0.8015 -0.6560
C -4.7894 5.8099 0.4963
C 4.6392 -3.4401 -6.1503
C 3.2561 -3.2446 -6.3289
C -3.3564 2.4207 0.9294
C -2.4897 -3.4754 1.9759
C -3.1167 7.0768 1.5920
H -4.2067 3.0994 1.0890
H -2.0688 7.1871 1.8639
N -3.4753 5.9969 0.8366
C 4.3624 -3.2214 -3.7487
C -0.2415 5.2078 1.5771
C -0.4487 -3.7540 0.6971
C 2.7596 -3.1741 -1.1482
H 1.3686 -2.8277 -5.3505
C -4.0222 8.1046 1.8250
C -0.3384 -3.4929 3.0959
H 2.8209 -3.2910 -7.3316
C 2.1145 -0.6626 -2.2274
H 3.8606 2.1503 -3.0238
H -2.2381 -3.3843 4.1240
H 2.4630 -4.8544 0.2101
H -2.4248 -3.6006 -0.1877
C 1.3780 3.2627 1.9257
C 2.0508 -4.1426 -0.5088
C -0.4547 -8.1772 0.1196
H 0.7599 4.1829 0.0014
C 0.3115 -3.6081 1.8634
H -3.3648 1.6611 1.7287
C -1.5068 3.1520 3.2214
H 1.1156 -6.1549 -2.8039
H -1.1301 -6.2706 0.8863
H 0.7482 1.6006 -0.0757
C -0.5625 -6.7822 0.1077
H -5.0251 4.8975 -0.0537
C 1.4073 1.2000 -0.8514
H 1.0027 1.1163 2.0576
C 0.6965 -6.7240 -1.9721
C -5.3313 7.9982 1.3719
H 0.3428 6.1080 3.4291
H 2.4080 3.0810 -1.2237
C 0.4703 4.1075 1.0556
H -6.0511 8.8053 1.5421
C -1.8522 -3.6008 0.7430

---

92
Properties=species:S:1:pos:R:3 method="wB97M-V/def2-TZVPD" homo_energy_ev=-5.832 orbital_gap_ev=5.9101 charge=0
C 9.8788 9.4076 10.9802
C 8.1292 10.3989 21.1914
C 11.3007 15.0781 17.0607
C 7.9268 10.1154 23.5819
C 12.4446 7.2700 12.4369
H 8.5887 7.9834 12.7904
C 9.0185 15.5376 20.7532
H 5.9629 10.4850 12.0518
H 9.3771 15.9935 17.3926
C 6.8572 9.8492 21.0227
C 6.3578 12.8764 14.2068
C 6.1356 9.4285 22.1343
C 8.6006 11.2325 11.8593
C 13.6698 11.9001 13.9400
H 6.3100 13.7883 13.5928
H 11.6388 7.7435 15.7858
H 7.3204 11.7126 18.4058
H 9.0291 11.2407 9.2222
H 11.2306 13.0831 19.9418
O 11.4832 12.6727 13.1421
H 14.0638 12.9076 13.7475
H 12.7080 6.5414 10.4159
C 9.1997 13.8641 17.1309
H 6.0821 9.1944 24.2782
H 8.4014 13.2455 14.7857
H 8.1064 13.8688 17.2275
C 6.5399 10.5498 15.7540
C 11.7417 7.1128 13.6973
H 10.3368 8.4295 11.1618
H 11.1674 15.4710 20.4860
H 6.4104 9.7453 20.0381
H 7.6173 9.9466 18.3538
C 7.8820 13.4036 20.4951
C 10.2846 13.5371 20.2465
H 11.8315 11.7151 16.7765
C 10.2325 14.9067 20.5102
C 5.3756 10.8278 15.0478
H 5.8766 9.9766 10.3435
H 8.2392 7.3123 10.5072
N 7.5804 11.1205 10.7896
H 8.9567 16.6084 20.9531
C 7.8486 14.7729 20.7296
C 11.2876 12.6564 16.8566
H 6.8939 15.2563 20.9176
H 8.1423 11.6827 12.7535
H 9.3836 11.9068 11.4997
H 7.5130 10.4095 8.8098
C 8.0964 10.9374 18.3722
C 6.6597 9.5429 23.4179
P 9.1989 11.0153 19.8721
H 10.6477 10.1163 10.6445
C 8.6552 10.5467 22.4832
C 10.6874 6.1064 13.7546
H 14.2005 11.2011 13.2968
H 13.2418 8.0058 12.3782
H 12.9504 8.5600 14.7813
C 11.1427 5.4843 11.4873
C 8.1333 8.9639 12.6114
C 10.4085 5.2836 12.6780
C 12.1736 6.4352 11.3585
H 5.1460 8.9865 21.9933
H 13.0688 13.8468 16.8320
H 10.1664 5.9818 14.7077
H 7.0855 8.2263 9.5140
H 7.6310 9.3300 13.5074
N 8.9155 9.2222 9.8543
C 6.5465 10.1162 11.1955
H 6.6176 9.6399 16.3593
C 7.6103 11.4552 15.7366
C 12.1911 11.8454 13.6950
Ca 10.7571 9.9360 14.3327
N 7.1195 8.7799 11.5457
C 12.0817 7.9070 14.8107
C 9.1125 12.7842 20.2332
H 4.3330 12.2490 13.7594
F 10.8637 4.6812 10.4098
H 6.9517 12.8354 20.5286
H 9.6386 4.5068 12.7140
C 9.9155 15.0654 17.1872
C 7.5498 12.5816 14.8976
C 11.9785 13.8650 16.8851
N 9.2351 9.9289 12.2421
H 13.8690 11.6620 14.9940
C 8.2683 10.5442 9.5924
P 9.0493 11.0626 16.7698
H 4.5387 10.1119 15.0736
C 7.8223 8.3005 10.3156
C 9.8811 12.6492 16.9499
H 9.6130 11.0514 22.6295
C 5.2652 12.0131 14.2904
H 8.3717 10.2304 24.5678
H 11.8475 16.0237 17.0675

---

89
Properties=species:S:1:pos:R:3 method="wB97M-V/def2-TZVPD" relative_energy_kj_mol=119.00 homo_energy_ev=-9.879 orbital_gap_ev=5.4302 smiles="N#Cc1ccc([C@H](C(c2ccccc2)=[N+]2CCCC2)C(c2ccc(N3CCOCC3)cc2)c2ccc(N3CCOCC3)cc2)cc1" charge=+1
H -0.2722 -0.2617 -1.6666
C 6.1995 2.7570 3.2542
H 4.1694 -1.3077 -5.0910
C -0.5194 -0.4711 0.2837
H 5.6943 3.5656 3.8211
H 2.3831 3.1453 0.0811
N 1.7633 -1.4374 -2.9683
C -2.3338 -4.4462 -1.4174
C -1.7496 0.3554 0.7113
H -5.1525 0.0472 0.6994
H -8.1547 3.5910 0.3506
C 0.7788 0.2110 0.6555
C -6.7859 3.8189 3.3027
C -7.6473 3.1264 1.2107
H -4.8015 3.1280 3.7917
H 6.9606 2.2667 3.8810
C -2.5307 -1.7152 -1.8513
H 2.5219 -4.1713 -2.9457
N 4.3069 2.2738 1.7248
C 1.6648 -0.3324 1.5944
C 2.1694 -0.4330 -5.0678
C 2.8310 0.3328 1.9478
C 2.0978 -4.2675 0.9311
H 2.1417 0.5859 -5.4525
H 3.5790 -5.9684 -1.6252
C 1.0488 1.5063 0.1412
H -2.2482 -5.5249 -1.3006
H 0.9659 -2.4594 0.6834
C 3.1393 1.5769 1.3793
H 0.6973 0.2515 -3.6252
C -4.7727 -4.6116 -1.1829
H 1.9270 -4.2899 2.0083
H 4.0478 0.1595 -4.1214
H 4.1771 3.8379 0.3320
O 6.9330 3.2753 2.1501
H 2.0366 -1.1075 -5.9201
C 2.8489 -5.2487 0.2714
C 1.1754 -1.9016 -1.8439
H -2.5831 -0.6626 -2.1502
C 3.5249 -0.7372 -4.4251
H -0.6855 -1.4804 0.7587
C -0.1264 -1.3094 -1.2982
C -3.5884 -3.8500 -1.4670
H 6.7657 4.2489 0.4166
H 3.4888 -2.6291 -3.3749
C 4.9244 3.1370 0.7260
O -7.5627 4.1855 2.1627
H -0.7283 1.9304 1.8697
N -5.3264 2.4228 1.8864
C 3.2124 -1.5686 -3.1923
C -1.6938 1.5424 1.5126
C 1.0898 -0.6823 -4.0264
C -1.2780 -2.2639 -1.5455
C 6.0975 3.9836 1.2446
C -1.1806 -3.6720 -1.5036
C 5.1490 1.7357 2.7823
H 0.2624 2.0365 -0.4060
H -7.2368 2.9597 3.8416
H 3.7745 -1.2583 -2.2838
C -5.3389 3.4637 2.8922
C 1.5538 -3.2237 0.1933
C -3.6787 -2.4939 -1.7704
H 3.4708 -0.1498 2.6634
H -6.8042 4.7183 3.9425
H 4.5251 1.4755 3.6536
H -2.7415 3.0755 2.6005
C -4.1842 0.4954 0.9370
C -6.2724 2.5790 0.7818
C 3.0081 -5.1850 -1.1155
H -0.2154 -4.1721 -1.5889
C -3.0364 -0.2020 0.6107
H -6.4322 1.6138 0.2947
H 0.2373 -1.2297 -4.4440
C -2.8451 2.1923 1.9787
H 3.2896 -6.0647 0.8516
H 5.6966 0.8248 2.4540
H -4.6477 -2.0200 -1.9165
H -8.2636 2.2965 1.6076
H 1.3813 -1.2598 2.1177
C 2.4455 -4.1419 -1.8521
C -4.1362 1.7355 1.6125
H 5.7080 4.9019 1.7162
H 5.3211 2.5475 -0.1263
H -5.8796 3.2897 0.0246
H -3.1337 -1.2606 0.3361
C 2.2169 2.1624 0.4761
C 1.7680 -3.0692 -1.1919
N -5.7328 -5.2254 -0.9141
H -4.8691 4.4004 2.5201

---

96
Properties=species:S:1:pos:R:3 method="wB97M-V/def2-TZVPD" relative_energy_kj_mol=176.04 homo_energy_ev="-6.724 / -6.358" spin_multiplicity=5 orbital_gap_ev="6.3837 / 5.9377" charge=0
Sb -0.1699 -0.1435 -2.9702
C -5.1967 1.8115 -4.1691
H 4.4688 2.3494 1.3159
C 4.7875 1.4260 5.0256
P 2.0425 1.6366 1.8524
C 5.8086 2.0385 2.9536
H -5.6753 -0.2487 -0.1350
H 1.2335 -2.2947 -3.9306
C 0.7710 0.1592 4.7870
N 1.8529 -0.5000 -0.1320
H -3.2255 -2.0447 -2.8143
C -0.6396 -0.9463 2.4869
C 1.3657 -1.2263 -4.0715
H 2.6572 6.6350 1.7798
C 0.5393 3.5592 0.8463
C -0.3900 -3.4776 -0.8845
C 3.4085 1.7817 3.0938
H -0.7526 4.9346 -0.1734
C 4.5648 2.0841 2.3633
H -4.8475 1.3198 -0.2207
N 0.7286 -1.2836 2.8214
C 2.0688 5.7671 1.5185
H -0.8673 -1.4945 1.5673
C -1.6190 -1.4465 3.5109
O -0.8523 1.8144 -0.1598
H -4.3066 2.9405 -5.7601
C 0.0960 -4.6687 -0.3541
C -1.4977 0.3131 5.2417
H -4.3241 -3.0836 -0.1732
H -4.8203 0.3857 1.2834
H 5.0261 0.2073 -0.4192
H -2.3473 1.4742 -5.9253
C -2.9324 0.1791 -4.3297
H -1.6184 2.1734 3.1498
H 1.1792 0.2377 5.7857
H 0.5114 1.6216 -4.9506
C -1.9730 -0.8641 4.7036
H -0.6735 2.3635 -3.8548
C -3.9261 -0.0974 -3.3768
H -0.0506 -5.6641 -0.7190
H -2.7077 -3.2294 0.5241
N 0.7412 -2.9372 0.8597
H -3.9840 -2.4080 1.4247
B 1.5768 -2.0870 1.8374
H -2.0518 -2.4072 3.2719
C 2.8413 0.1026 -0.7812
C 3.5323 1.4901 4.4392
C -3.8352 -1.2307 -2.4251
H -2.7184 -1.3955 5.2836
C 0.8156 -4.2685 0.7533
C -0.3975 1.0876 4.5815
C 0.2291 1.7628 -3.9102
C 3.7111 -0.9311 0.9362
C -5.0524 0.7216 -3.3317
C -0.7882 1.4628 3.1691
C -4.2097 2.0922 -5.0975
H -5.8372 0.4875 -2.6266
C 0.9294 5.9148 0.7369
C 0.1421 1.4826 2.0048
C -3.1015 1.2725 -5.1770
Sb -2.9879 -0.6752 -0.4419
H 6.6927 2.2582 2.3735
C 4.0516 -0.1334 -0.1374
Fe -0.3899 -0.2516 -0.4455
C 0.1542 4.8197 0.4002
H -0.9921 -3.3119 -1.7580
H -4.8304 -1.6143 -2.2047
H 4.8727 1.1607 6.0692
C 2.4785 4.5115 1.9459
H 3.3768 4.3989 2.5358
N -0.8444 0.4464 2.1508
H 1.0244 2.2774 -3.3804
H -1.2391 -0.4558 -5.4372
C -1.7096 -0.6471 -4.4735
C -3.5759 -2.5840 0.4344
H -1.9255 -1.7125 -4.3988
H 2.3482 -0.9522 -3.7018
H 4.3261 -1.3603 1.6997
H 2.1096 -1.3727 4.3361
C 1.7156 3.4078 1.6151
H 0.6384 6.8989 0.3968
H -0.2030 2.0154 5.1281
N 2.3875 -1.1315 0.9144
H 2.6520 1.3069 5.0277
C -4.8129 0.3204 0.1996
H 1.3042 -0.9948 -5.1309
C 5.9277 1.6734 4.2853
H 2.6461 0.6690 -1.6732
N -0.0035 -2.4483 -0.1411
H 1.3699 -4.8546 1.4568
H -1.7991 0.6090 6.2325
C -0.1717 2.3077 0.7685
H 2.3389 -2.7938 2.4162
C 1.2233 -0.8432 4.0054
H -6.0729 2.4386 -4.0992
H 6.9038 1.5708 4.7368

---

For reference, molar mass by record: 809.8 716.8 611.8 966.0 g mol⁻¹.